# 1
{"formula": "C2H5NO", "method": "ωB97M-V/def2-TZVPD", "elements": ["C", "C", "H", "H", "H", "H", "H", "N", "O"], "positions_angstrom": [[-0.5139, 0.4659, -0.8928], [-0.5253, -0.0455, 0.4802], [0.2026, -0.2318, -1.4165], [-1.4872, 0.2151, -1.1806], [-0.2090, 1.4881, -0.9842], [-1.5561, -0.0513, 0.7948], [2.2387, -0.8291, 1.2665], [0.2779, -0.4359, 1.2987], [1.5724, -0.5755, 0.6339]], "forces_ev_per_angstrom": [[2.8, -2.5, -0.6], [-3.8, 2.0, -1.3], [-0.6, 1.1, -0.1], [-1.4, 0.4, -1.3], [0.0, 0.5, -0.1], [-0.2, 0.0, 1.2], [-0.2, -0.1, 0.8], [4.4, -2.2, 1.8], [-0.9, 0.8, -0.4]], "lowdin_charge": [-0.0561, -0.2985, 0.1009, 0.0508, 0.0836, 0.1068, 0.0672, 0.0325, -0.0871], "molar_mass_g_mol": 59.1, "e_lumo_ha": 0.036, "multiplicity": 1}



# 2
{"formula": "C3H7IN2", "method": "ωB97M-V/def2-TZVPD", "elements": ["C", "C", "C", "N", "N", "I", "H", "H", "H", "H", "H", "H", "H"], "positions_angstrom": [[1.6969, -0.1763, 1.6495], [-1.6620, 0.8082, -0.4579], [-0.4638, 0.0196, -1.0941], [0.6823, -0.0280, 0.9230], [0.1758, -0.6419, -0.0111], [1.5322, -2.4160, -0.9092], [2.0671, 0.4713, 2.4269], [2.3996, -0.9590, 1.6675], [-1.5205, 1.1917, 0.5075], [-2.2087, 1.6155, -0.9928], [-2.4077, 0.1387, -0.2157], [-0.7209, -0.6918, -1.9706], [0.4296, 0.6681, -1.5231]], "forces_ev_per_angstrom": [[1.7, -0.8, 1.2], [0.1, 1.0, -2.0], [0.4, 2.5, -1.1], [-1.0, 4.4, 1.4], [-0.1, -3.4, -1.5], [0.9, -1.7, -0.6], [-1.3, 1.1, 0.3], [0.7, -1.6, -1.2], [1.4, 0.8, 1.2], [0.9, -0.6, -0.3], [-1.8, -2.0, 0.0], [0.2, 0.9, 2.0], [-2.0, -0.6, 0.6]], "lowdin_charge": [-0.0164, -0.0834, -0.3021, -0.0744, -0.3726, 0.3553, 0.0716, 0.0177, 0.0378, 0.0864, 0.0351, 0.1004, 0.1446], "s2": 2.020, "molar_mass_g_mol": 198.0, "e_lumo_ha": [0.031, -0.091], "multiplicity": 3}



# 3
{"formula": "C3H5N", "method": "ωB97M-V/def2-TZVPD", "elements": ["C", "C", "C", "N", "H", "H", "H", "H", "H"], "positions_angstrom": [[-0.4541, 0.4761, 0.0106], [-1.6692, -0.5377, 0.0056], [0.9896, 0.6085, 0.0076], [-1.6073, 0.9723, -0.0052], [-1.9362, -1.0272, -0.9139], [-1.9458, -1.0067, 0.9346], [1.3521, 0.4606, -1.0121], [1.4529, -0.1441, 0.6454], [1.2878, 1.6015, 0.3444]], "forces_ev_per_angstrom": [[-3.7, -2.8, 0.0], [2.7, 1.5, 0.1], [0.6, 0.6, 0.0], [0.8, 0.7, 0.0], [-0.1, 0.0, -0.2], [-0.1, 0.0, 0.1], [0.0, 0.0, 0.0], [-0.1, 0.0, 0.0], [0.1, 0.0, 0.0]], "lowdin_charge": [-0.3194, -0.1036, -0.0408, 0.0919, 0.0568, 0.0580, 0.0900, 0.0848, 0.0823], "molar_mass_g_mol": 55.1, "e_lumo_ha": 0.037, "multiplicity": 1}



# 4
{"formula": "C3H4N4O2", "method": "ωB97M-V/def2-TZVPD", "elements": ["C", "C", "C", "H", "H", "H", "H", "N", "N", "N", "N", "O", "O"], "positions_angstrom": [[-0.2665, -0.1325, -0.1656], [0.7496, 1.9629, -0.0015], [1.2151, -0.0449, -0.0945], [-2.9440, -1.4327, 0.4447], [-1.4344, 1.5428, -0.1446], [0.4628, 2.9856, 0.3104], [0.6550, -2.2893, -0.2150], [-1.0660, -1.1167, -0.2167], [-0.4097, 1.2838, -0.1405], [1.7995, 1.1711, -0.0311], [2.0227, -1.0613, 0.2248], [-2.4649, -0.6375, 0.1272], [1.6808, -2.2314, -0.0976]], "forces_ev_per_angstrom": [[2.5, 3.5, -0.7], [-0.1, -0.1, 0.7], [2.5, -5.8, 0.8], [0.8, 0.4, -0.5], [2.0, 0.6, 0.2], [1.8, -0.1, -0.7], [1.7, 0.0, -0.1], [-2.0, -0.2, 1.0], [-5.8, -2.5, 0.1], [-1.7, 3.4, 0.8], [0.6, 4.9, -1.2], [1.6, -0.5, -0.5], [-3.7, -3.6, 0.0]], "lowdin_charge": [-0.2639, -0.1572, -0.3177, 0.0898, 0.1745, 0.1445, 0.1275, 0.0636, 0.0815, 0.1236, 0.0269, -0.0948, 0.0017], "molar_mass_g_mol": 128.1, "e_lumo_ha": -0.015, "multiplicity": 1}



# 5
{"formula": "C29H53BIN4OP2Sr", "method": "ωB97M-V/def2-TZVPD", "elements": ["Sr", "C", "C", "C", "C", "P", "C", "N", "B", "N", "C", "P", "C", "C", "C", "C", "C", "C", "C", "C", "C", "C", "C", "C", "C", "C", "C", "C", "C", "C", "H", "H", "H", "H", "H", "H", "H", "H", "H", "H", "H", "H", "H", "H", "H", "H", "H", "H", "H", "H", "H", "H", "H", "H", "H", "H", "H", "H", "H", "H", "H", "H", "H", "H", "H", "H", "H", "H", "H", "H", "H", "H", "H", "H", "N", "C", "O", "C", "I", "H", "H", "H", "H", "C", "C", "C", "N", "H", "H", "H", "H", "H"], "positions_angstrom": [[0.8095, -0.6339, -0.5221], [-3.4015, 0.0331, 2.0269], [-4.1726, -0.1568, 0.7141], [-5.3343, 0.8423, 0.6992], [-4.7380, -1.5792, 0.7017], [-2.8387, 0.0130, -0.6137], [-2.6429, 1.8750, -0.6852], [-1.2481, 2.2521, -0.5155], [-0.1647, 1.5478, -1.1415], [0.9897, 1.9272, -0.2355], [2.4419, 1.7159, -0.2968], [3.2688, 0.1502, -1.0208], [3.2599, -1.0938, 0.5339], [2.1419, -0.8958, 1.6116], [3.2358, -2.5541, 0.0173], [4.5674, -0.8909, 1.3140], [4.9524, 0.8006, -1.4870], [5.8792, -0.3815, -1.8361], [5.6357, 1.7600, -0.5123], [4.6473, 1.5546, -2.7990], [0.5659, 2.9207, 0.6703], [1.2761, 3.7203, 1.5452], [0.5777, 4.6666, 2.2980], [-0.8005, 4.7841, 2.1897], [-1.5170, 3.9902, 1.2939], [-0.8205, 3.0868, 0.5114], [-3.5675, -0.4161, -2.2973], [-4.9595, 0.1442, -2.5859], [-3.5954, -1.9447, -2.4426], [-2.5903, 0.1119, -3.3572], [-4.0839, -0.0957, 2.8732], [-2.9498, 1.0259, 2.1025], [-2.5925, -0.6970, 2.1008], [-6.0316, 0.5833, 1.5017], [-5.8926, 0.8356, -0.2329], [-5.0045, 1.8636, 0.8908], [-5.2952, -1.7562, 1.6258], [-3.9453, -2.3294, 0.6377], [-5.4279, -1.7352, -0.1270], [-3.2312, 2.3223, 0.1124], [-3.0449, 2.2598, -1.6234], [2.8458, 1.8073, 0.7174], [2.8964, 2.5232, -0.8762], [1.3203, -1.6244, 1.5769], [1.7200, 0.1136, 1.6231], [2.5776, -1.0214, 2.6003], [2.3657, -2.8747, -0.5729], [3.2953, -3.2014, 0.8961], [4.1291, -2.7358, -0.5816], [4.6057, 0.1046, 1.7558], [5.4483, -1.0421, 0.6972], [4.6112, -1.6118, 2.1342], [6.5391, -0.6400, -1.0101], [6.5130, -0.1036, -2.6793], [5.3293, -1.2772, -2.1334], [5.8918, 1.2894, 0.4328], [5.0336, 2.6462, -0.3126], [6.5680, 2.1023, -0.9682], [4.2664, 0.8794, -3.5655], [5.5772, 1.9962, -3.1624], [3.9259, 2.3621, -2.6698], [2.3521, 3.6551, 1.6369], [1.1235, 5.3170, 2.9700], [-1.3246, 5.5246, 2.7799], [-2.5841, 4.1309, 1.1776], [-5.7217, -0.3084, -1.9526], [-5.2275, -0.0756, -3.6234], [-5.0020, 1.2279, -2.4609], [-4.3571, -2.4137, -1.8229], [-2.6264, -2.3765, -2.1822], [-3.8129, -2.2006, -3.4834], [-2.4811, 1.1955, -3.3367], [-2.9648, -0.1710, -4.3450], [-1.5907, -0.3042, -3.2290], [-1.2241, -0.1690, 4.5192], [-0.3673, 0.6096, 3.8225], [-0.1935, 0.4921, 2.6202], [0.3759, 1.6368, 4.6394], [2.4612, 1.2063, 4.6962], [-1.8336, -0.7880, 4.0108], [-1.4138, -0.0021, 5.4908], [0.0524, 1.6836, 5.6744], [0.2798, 2.6034, 4.1533], [0.0816, -6.3843, -2.4334], [-1.0201, -5.3769, -2.0932], [-0.4762, -4.0962, -1.6512], [-0.0467, -3.0905, -1.3059], [-0.3733, -7.3098, -2.7794], [0.6908, -6.6073, -1.5592], [0.7284, -6.0042, -3.2220], [-1.6660, -5.7475, -1.2957], [-1.6565, -5.1760, -2.9567]], "forces_ev_per_angstrom": [[-2.9, -1.5, -1.0], [0.0, 0.0, 0.0], [0.0, 0.0, 0.0], [0.0, 0.0, 0.0], [0.0, 0.0, 0.0], [0.0, 0.1, 0.0], [0.0, 0.0, 0.0], [-0.1, -0.1, -0.1], [0.6, 0.3, 0.0], [0.3, 0.3, 0.1], [0.3, 0.2, 0.1], [0.1, 0.1, 0.2], [0.6, 0.1, 0.2], [0.6, 0.1, 0.2], [0.4, 0.3, 0.1], [0.0, 0.0, 0.0], [0.0, 0.0, -0.1], [0.0, 0.0, 0.0], [0.0, 0.0, 0.0], [0.0, 0.0, 0.0], [-0.1, 0.0, -0.1], [0.0, 0.0, 0.0], [0.0, -0.1, 0.1], [0.0, 0.0, 0.0], [0.0, 0.1, 0.0], [0.0, 0.0, 0.0], [0.0, 0.0, 0.0], [0.0, 0.0, 0.0], [0.0, 0.0, 0.0], [0.0, 0.0, 0.0], [0.0, 0.0, 0.0], [0.0, 0.0, 0.0], [0.0, 0.0, 0.0], [0.0, 0.0, 0.0], [0.0, 0.0, 0.0], [0.0, 0.0, 0.0], [0.0, 0.0, 0.0], [0.0, 0.0, 0.0], [0.0, 0.0, 0.0], [0.0, 0.0, 0.0], [0.0, 0.0, 0.0], [0.0, 0.1, 0.0], [0.1, -0.1, 0.0], [0.2, 0.0, 0.0], [0.0, 0.0, 0.2], [0.0, 0.0, 0.0], [0.1, 0.3, 0.1], [-0.1, -0.1, -0.1], [-0.1, -0.1, -0.1], [0.0, 0.0, 0.0], [0.0, 0.0, 0.0], [0.0, 0.0, 0.0], [0.0, 0.0, 0.0], [0.0, 0.0, 0.0], [0.0, 0.0, 0.0], [0.0, 0.0, 0.0], [0.0, 0.0, 0.0], [0.0, 0.0, 0.0], [0.0, 0.0, 0.0], [0.0, 0.0, 0.0], [0.0, 0.0, 0.0], [0.0, 0.0, 0.0], [0.0, 0.0, 0.0], [0.0, 0.0, 0.0], [0.0, 0.0, 0.0], [0.0, 0.0, 0.0], [0.0, 0.0, 0.0], [0.0, 0.0, 0.0], [0.0, 0.0, 0.0], [0.0, 0.0, 0.0], [0.0, 0.0, 0.0], [0.0, 0.0, 0.0], [0.0, 0.0, 0.0], [0.0, 0.0, 0.0], [0.0, 0.0, 0.0], [0.1, -0.1, 0.0], [-0.1, -0.1, 0.0], [0.0, 0.1, 0.0], [0.0, 0.1, 0.0], [0.0, 0.0, 0.0], [0.0, 0.0, 0.0], [0.0, 0.0, 0.0], [0.0, 0.1, 0.0], [0.0, 0.0, 0.0], [0.0, 0.0, 0.0], [0.0, 0.0, 0.0], [0.1, 0.1, 0.1], [0.0, 0.0, 0.0], [0.0, 0.0, 0.0], [0.0, 0.0, 0.0], [0.0, 0.0, 0.0], [0.0, 0.0, 0.0]], "lowdin_charge": [1.2143, -0.1374, -0.7065, -0.0811, -0.1043, 1.1231, -0.2759, -0.0493, -0.4855, -0.1430, -0.3294, 1.0204, -0.6844, -0.2364, -0.1066, -0.0958, -0.7117, -0.0870, -0.0745, -0.1095, -0.1976, -0.0334, -0.1099, -0.0973, -0.0114, -0.1852, -0.7074, -0.0874, -0.1098, -0.1133, 0.0922, 0.0771, 0.0509, 0.0903, 0.0614, 0.0719, 0.0870, 0.0770, 0.0669, 0.0603, 0.0899, 0.0819, 0.0877, 0.0675, 0.0188, 0.0431, 0.0358, 0.0988, 0.0800, 0.0790, 0.0639, 0.0969, 0.0748, 0.0892, 0.0722, 0.0661, 0.0797, 0.0971, 0.0855, 0.0952, 0.0751, 0.1008, 0.1034, 0.1017, 0.1078, 0.0644, 0.0893, 0.0822, 0.0602, 0.0420, 0.0888, 0.0713, 0.0886, 0.0541, 0.1913, -0.6383, -0.0069, -0.5249, 0.8862, 0.0931, 0.1115, 0.0442, 0.0359, -0.0805, -0.2020, -0.1805, 0.1128, 0.0830, 0.0824, 0.0838, 0.1274, 0.1268], "charge": 1, "molar_mass_g_mol": 761.1, "e_lumo_ha": -0.076, "multiplicity": 1}



Number 1: DFT total energy -209.11094 a.u.. Number 2: DFT total energy -525.52587 a.u.. Number 3: DFT total energy -171.98360 a.u.. Number 4: DFT total energy -486.04434 a.u.. Number 5: DFT total energy -2466.88481 a.u..